Entry 1:
Entry from OMol25: a molecular structure, C39H43As2ClSi2V in a non-equilibrium geometry (wB97M-V/def2-TZVPD).

Calculated total energy: -7966.6020 Eh
Relative energy (zero: lowest compared OMol25 entry of this formula, charge and spin): 0.000 eV
F_max: 3.22 eV Å⁻¹
LUMO level (spin up / spin down): 0.15 / 0.09 eV
<S²>: 3.78
Spin multiplicity: 4
HOMO-LUMO gap (spin up / spin down): 0.2558 / 0.2519 hartree
HOMO energy (spin up / spin down): -6.81 / -6.77 eV

Geometry as XYZ:
```
88
Properties=species:S:1:pos:R:3:forces:R:3:mulliken_spin:R:1
C -1.49910 -0.26110 1.69970 -0.140 -0.065 -0.038 -0.072
C -2.20110 0.20320 0.55910 -0.110 -0.122 -0.016 0.048
C -2.09330 -0.77890 -0.45050 -0.060 -0.025 0.082 0.024
H -2.72180 1.14300 0.47650 -0.039 0.034 -0.044 -0.001
C -1.32450 -1.85020 0.05910 -0.021 -0.100 0.000 0.037
C -0.96000 -1.52890 1.38790 -0.091 -0.040 0.049 0.014
H -0.36850 -2.14200 2.04760 -0.031 -0.041 0.120 0.019
H -1.39760 0.25950 2.63760 0.031 -0.043 0.092 0.008
H -2.51340 -0.73300 -1.44000 -0.022 0.021 -0.103 0.014
H -1.05020 -2.73540 -0.48830 -0.021 -0.104 -0.053 0.009
V 0.00000 0.00000 0.00000 0.210 0.395 0.419 2.668
Si 0.46930 0.10660 -2.46970 0.449 0.198 -0.118 0.072
C -0.32920 1.57220 -3.38030 0.020 0.004 -0.025 -0.014
C 0.31630 2.23830 -4.42510 -0.010 -0.001 -0.005 0.000
H 1.28560 1.88680 -4.75850 0.044 -0.013 -0.018 0.000
C -0.25310 3.34320 -5.04430 -0.038 0.059 -0.019 -0.001
H 0.27290 3.84370 -5.84810 0.018 0.001 0.001 0.000
C -1.49930 3.80250 -4.64040 0.007 -0.059 -0.008 0.002
H -1.94750 4.66150 -5.12340 -0.008 0.024 -0.005 0.000
C -2.16800 3.14780 -3.61420 -0.036 0.046 -0.022 0.018
H -3.14270 3.49630 -3.29480 -0.022 0.009 0.006 0.001
C -1.58270 2.05450 -2.99170 0.089 0.088 -0.041 0.014
H -2.10310 1.57370 -2.17250 -0.062 -0.050 0.068 -0.016
C -0.19160 -1.44890 -3.34540 -0.078 0.012 -0.048 -0.013
C -1.30010 -1.41270 -4.19480 0.089 -0.077 0.029 -0.004
H -1.75060 -0.45970 -4.44300 -0.032 0.063 -0.008 0.000
C -1.83490 -2.57330 -4.74030 0.003 -0.057 -0.045 0.004
H -2.69410 -2.51230 -5.39720 -0.016 -0.008 -0.007 0.000
C -1.26600 -3.80600 -4.45660 -0.022 0.030 0.011 -0.004
H -1.68010 -4.71130 -4.88180 0.001 -0.008 -0.011 0.000
C -0.16080 -3.86680 -3.61680 0.019 -0.021 -0.018 0.009
H 0.29500 -4.82320 -3.39030 0.002 -0.022 0.006 0.000
C 0.35940 -2.70460 -3.06830 -0.121 0.036 -0.081 0.012
H 1.21190 -2.77760 -2.40370 0.108 0.015 0.060 -0.018
H 1.90520 0.19770 -2.94700 -0.131 -0.052 -0.032 -0.001
Si 2.92650 0.53540 -8.56680 0.119 -0.005 0.243 0.000
C 2.12340 -1.13210 -8.78090 0.045 0.013 -0.028 0.000
C 1.10430 -1.28560 -9.72500 0.031 -0.027 0.076 0.000
H 0.74790 -0.42730 -10.28080 -0.011 0.047 -0.029 0.000
C 0.52550 -2.52570 -9.95100 -0.014 -0.027 -0.008 0.000
H -0.26630 -2.62610 -10.68180 -0.013 -0.001 -0.009 0.000
C 0.95710 -3.63360 -9.23620 0.035 0.040 0.005 0.000
H 0.50450 -4.60130 -9.40980 -0.010 -0.005 0.005 0.000
C 1.96870 -3.49770 -8.29540 -0.007 -0.007 -0.012 0.000
H 2.30450 -4.35850 -7.73240 -0.004 -0.010 0.017 0.000
C 2.54760 -2.25790 -8.07150 -0.061 0.035 -0.011 0.000
H 3.32580 -2.16240 -7.32540 0.026 0.012 0.033 0.000
C 1.72960 1.90950 -8.92660 0.008 0.006 -0.014 0.000
C 0.46870 1.93560 -8.32430 0.043 -0.013 -0.043 0.000
H 0.18510 1.15150 -7.63280 -0.024 -0.029 0.064 0.000
C -0.42830 2.95420 -8.60190 -0.044 0.024 -0.029 0.000
H -1.40020 2.96310 -8.12610 -0.003 -0.009 0.033 0.000
C -0.07970 3.96380 -9.49010 0.028 -0.042 0.011 0.000
H -0.78070 4.75910 -9.70750 -0.012 0.011 -0.006 0.000
C 1.16680 3.95160 -10.09810 -0.001 0.023 -0.002 0.000
H 1.44060 4.73700 -10.79000 0.006 0.017 -0.016 0.000
C 2.06470 2.93150 -9.81670 -0.024 -0.016 0.047 0.000
H 3.03700 2.93410 -10.29440 0.032 -0.012 -0.014 0.000
H 4.11960 0.70380 -9.42820 -0.067 -0.002 0.037 0.000
Cl 3.62530 0.67360 -6.60110 -0.123 -0.024 -0.282 0.000
C 4.16970 -0.95920 1.75730 0.617 0.506 -0.374 0.023
As 2.27460 -0.76920 1.22790 0.729 0.440 -0.871 0.066
C 2.17450 -2.66500 0.67030 -0.411 -1.149 1.257 0.027
C 1.80400 0.06810 2.97140 -0.352 -1.098 1.093 -0.002
C 2.03280 -0.60380 4.18130 -0.269 0.777 0.145 0.013
C 1.69590 -0.00080 5.40060 -0.047 0.299 -0.451 -0.001
C 1.12430 1.27620 5.42020 0.087 -0.355 -0.322 0.003
C 0.88210 1.95240 4.22230 0.419 -0.666 0.108 0.010
C 1.23170 1.35350 3.00790 0.049 -0.161 0.114 0.004
As 0.78900 2.13090 1.30960 -0.910 -2.734 -1.430 -0.009
C -0.89010 3.10830 1.67670 0.600 2.081 0.169 0.012
C 2.55380 2.57290 0.53990 0.268 2.338 0.213 0.036
H 4.76400 -1.31770 0.89270 -0.322 0.176 0.508 -0.002
H 4.26880 -1.68250 2.59220 -0.194 0.405 -0.475 -0.001
H 4.56220 0.02660 2.08330 -0.173 -0.625 -0.160 0.002
H 2.75130 -3.29770 1.37590 -0.295 0.185 -0.456 0.000
H 1.13920 -3.04030 0.63580 0.474 0.196 -0.084 -0.005
H 2.61610 -2.76040 -0.34180 -0.169 0.522 0.598 0.002
H 2.46710 -1.59410 4.18060 0.009 -0.078 0.013 0.000
H 1.87370 -0.52390 6.33020 -0.005 -0.031 0.018 0.000
H 0.85460 1.73470 6.36320 0.009 -0.018 -0.007 0.000
H 0.41230 2.92660 4.24390 0.045 0.056 -0.046 0.000
H -0.66800 3.99160 2.30890 -0.460 -0.307 -0.346 -0.001
H -1.32220 3.45680 0.71580 0.369 -0.287 0.571 -0.002
H -1.62880 2.47900 2.20470 0.824 -0.088 -0.354 0.004
H 3.00370 3.39500 1.13350 0.034 -0.400 -0.513 0.000
H 3.24830 1.71530 0.54620 -0.876 0.152 0.199 -0.010
H 2.41370 2.91500 -0.50560 0.014 -0.262 0.636 -0.002
```
Positions in Å, forces in eV/Å.

Entry 2:
Entry from OMol25: a molecular structure, H16O8 in a non-equilibrium geometry (wB97M-V/def2-TZVPD).

Calculated total energy: -611.0601 Eh
Relative energy (zero: lowest compared OMol25 entry of this formula, charge and spin): 14.217 eV
F_max: 10.56 eV Å⁻¹
LUMO level: -1.03 eV
HOMO-LUMO gap: 0.2450 hartree
HOMO energy: -7.70 eV

Geometry as XYZ:
```
24
Properties=species:S:1:pos:R:3:forces:R:3:mulliken_charge:R:1
O 33.07720 20.96310 -7.88837 -8.851 1.045 0.463 -0.583
H 32.54832 20.99317 -8.68562 -0.316 0.459 -0.497 0.305
H 32.45510 20.73994 -7.19596 -0.410 0.042 0.657 0.375
O 34.96595 21.73027 -8.19339 0.016 -0.149 -3.089 -0.960
H 34.75909 21.91504 -9.10952 0.192 0.371 0.442 0.192
H 34.20139 21.25681 -7.86549 1.410 0.881 0.650 0.617
O 35.58570 23.89099 -9.63325 0.860 8.422 -5.236 -1.151
H 34.90937 23.43191 -10.13130 2.935 3.991 2.210 0.431
H 36.30777 23.26526 -9.57578 0.888 1.319 -0.994 0.568
O 36.73448 20.92891 -7.23574 3.466 -1.708 2.603 -0.861
H 35.85717 21.18996 -7.51575 0.711 -1.099 0.854 0.437
H 36.96581 20.20378 -7.81619 0.104 -0.324 0.112 0.268
O 34.32229 22.57967 -10.49212 -6.408 -6.870 -4.823 -0.584
H 34.03862 23.04421 -11.27950 -0.365 0.209 -0.678 0.317
H 34.05692 21.67200 -10.64026 -0.267 -0.796 -0.646 0.224
O 36.93065 22.43303 -9.19567 6.542 -4.831 0.403 -0.638
H 36.35491 22.08259 -8.51601 0.909 -0.003 0.392 0.732
H 37.76018 22.59626 -8.74681 0.371 -0.122 0.023 0.299
O 34.22330 19.06193 -7.73536 1.381 -2.655 0.086 -0.713
H 33.92836 18.85997 -6.84741 0.203 -0.355 0.239 0.266
H 33.76162 19.86868 -7.96392 0.610 -2.002 -0.073 0.460
O 34.56132 23.95503 -7.82429 -4.428 1.474 6.675 -0.962
H 35.09413 24.12702 -8.60067 0.603 0.940 -0.332 0.504
H 34.65175 23.01390 -7.67485 -0.157 1.758 0.561 0.459
```
Positions in Å, forces in eV/Å.

Entry 3:
Entry from OMol25: a molecular structure, C5H10NO in a non-equilibrium geometry (wB97M-V/def2-TZVPD).

Calculated total energy: -326.1023 Eh
Relative energy (zero: lowest compared OMol25 entry of this formula, charge and spin): 4.885 eV
F_max: 5.83 eV Å⁻¹
LUMO level: -4.65 eV
Charge: +1
HOMO-LUMO gap: 0.3514 hartree
HOMO energy: -14.21 eV

Geometry as XYZ:
```
17
Properties=species:S:1:pos:R:3:forces:R:3:mulliken_charge:R:1
C -1.95894 0.02964 -0.12682 2.048 -0.282 -0.466 1.207
C -0.77536 0.36823 -0.25800 -2.274 -0.466 0.502 -0.683
C -3.34563 -0.54989 -0.05390 1.279 2.413 1.338 -0.999
C 2.12893 -1.14962 -0.43603 0.253 -0.503 -1.970 -0.755
C 0.56925 0.82876 -0.28794 -0.424 1.633 5.580 -0.417
N 1.53377 -0.09175 0.41484 2.115 1.347 0.798 -0.329
O 0.97461 2.14719 1.00216 -0.729 -2.204 -1.667 -0.628
H -4.01941 0.34438 -0.04758 0.206 -1.000 -0.075 0.313
H -3.49259 -1.16275 -0.90172 -0.354 -0.644 -0.881 0.313
H -3.44032 -1.10330 0.89046 -0.103 0.129 -0.385 0.306
H 1.32360 -1.69390 -1.04830 1.085 0.688 1.318 0.296
H 2.75235 -0.60133 -1.19374 -0.322 -0.767 0.804 0.344
H 2.75145 -1.83467 0.19250 -0.673 0.593 -0.664 0.337
H 0.87262 1.48419 -1.00803 1.386 0.660 -2.426 0.484
H 2.36822 0.45858 0.97712 -2.741 -0.898 -1.987 0.471
H 1.01580 -0.52617 1.16286 -0.548 -0.120 0.435 0.437
H 0.74164 3.05243 0.72211 -0.203 -0.578 -0.255 0.300
```
Positions in Å, forces in eV/Å.

Entry 4:
Entry from OMol25: a molecular structure, C3H7NO2 (wB97M-V/def2-TZVPD).

Calculated total energy: -323.6309 Eh
Relative energy (zero: lowest compared OMol25 entry of this formula, charge and spin): 4.082 eV
F_max: 0.63 eV Å⁻¹
LUMO level: 0.81 eV
HOMO-LUMO gap: 0.3228 hartree
HOMO energy: -7.98 eV

Geometry as XYZ:
```
13
Properties=species:S:1:pos:R:3:forces:R:3:mulliken_charge:R:1
C 2.15571 0.21808 -0.21453 0.073 0.035 0.036 -0.627
O 0.85688 -0.40748 -0.30630 -0.236 0.234 0.303 -0.351
C -0.09019 0.06884 0.47907 -0.101 0.067 -0.117 0.649
O 0.15813 0.95053 1.39673 -0.453 -0.290 -0.334 -0.558
C -1.50048 -0.14075 0.34047 0.198 -0.103 0.152 -0.669
N -2.14670 -0.57791 -0.86390 0.373 -0.127 -0.194 -0.547
H 2.70162 -0.09020 -1.10990 -0.159 0.059 0.212 0.217
H 2.67256 -0.12772 0.68551 -0.110 0.067 -0.188 0.279
H 2.04380 1.30598 -0.17591 0.029 -0.224 -0.016 0.323
H -1.08528 1.07628 1.22150 0.357 -0.135 0.007 0.437
H -1.94948 -0.57370 1.24112 0.236 0.208 -0.091 0.339
H -1.75207 -0.11807 -1.67918 -0.169 -0.053 0.154 0.258
H -2.06451 -1.58387 -1.01468 -0.039 0.263 0.075 0.249
```
Positions in Å, forces in eV/Å.

> Which of these has the lowest calculated total energy?

C39H43As2ClSi2V